Density functional theory data (ωB97M-V with the def2-TZVPD basis set) for a gas-phase ion, C5H13N2O (charge -2) in a non-equilibrium geometry.

Orbital gap (alpha / beta) in eV: 3.050 / 6.735
Maximum force in eV/A: 1.60
DFT total energy in eV: -10418.6363
Multiplicity: 2
Total charge: -2
ΔE to the lowest compared entry with this formula, charge and spin in kcal per mole: 12.3

```
21
Properties=species:S:1:pos:R:3:lowdin_charge:R:1
N 0.003 2.403 -1.606 -0.048
C 0.334 1.050 -1.155 -0.548
C 1.771 0.936 -0.636 -0.364
C -0.683 0.546 -0.118 -0.228
N -1.067 -0.864 -0.400 -0.102
C -1.336 -1.656 0.783 -0.280
C -0.151 -1.951 1.789 -0.566
O -0.419 -1.704 3.078 -0.399
H -0.622 2.877 -0.966 -0.024
H 0.800 3.032 -1.701 -0.077
H 0.265 0.365 -2.006 0.091
H 1.991 -0.127 -0.442 0.039
H 2.490 1.359 -1.334 -0.063
H 1.895 1.484 0.299 0.017
H -1.586 1.132 -0.306 0.086
H -0.289 0.609 0.887 0.103
H -0.307 -1.301 -0.920 0.078
H -1.750 -2.613 0.460 0.071
H -2.153 -1.224 1.380 0.090
H 0.696 -1.331 1.373 0.066
H 0.118 -3.022 1.540 0.058
```

***

Density functional theory data (ωB97M-V with the def2-TZVPD basis set) for 21 unconnected molecules or ions with the total composition C27H19Cl80NOP in a non-equilibrium geometry.

Orbital gap in eV: 4.706
Maximum force in eV/A: 1.36
DFT total energy in eV: -1042918.9115
Total charge: -1

```
129
Properties=species:S:1:pos:R:3:lowdin_charge:R:1
C 7.775 -1.861 2.268 -0.008
C 7.008 -0.770 1.536 -0.509
O 7.519 0.338 1.433 0.029
N 5.757 -1.082 1.062 -0.086
C 5.593 -2.476 0.615 -0.097
C 5.210 -0.086 0.118 -0.179
C 4.708 1.193 0.769 -0.206
C 3.304 1.106 1.404 -0.303
C 2.917 -0.259 1.962 -0.410
P 1.922 -1.300 0.679 0.244
H 8.484 -2.324 1.580 0.083
H 8.302 -1.425 3.112 0.078
H 7.125 -2.650 2.642 0.066
H 6.505 -2.883 0.170 0.089
H 5.322 -3.086 1.476 0.045
H 4.773 -2.572 -0.088 0.047
H 4.443 -0.548 -0.499 0.076
H 6.026 0.187 -0.560 0.116
H 5.426 1.563 1.497 0.039
H 4.657 1.953 -0.016 0.101
H 2.512 1.443 0.723 0.074
H 3.292 1.824 2.231 0.052
H 2.197 -0.099 2.775 0.049
H 3.759 -0.806 2.400 0.052
H 2.467 -0.494 -0.463 -0.058
H 0.835 -0.309 0.803 -0.129
H 1.285 -2.064 1.789 -0.090
H 3.006 -2.303 0.563 -0.109
H 1.102 -2.054 -0.291 -0.104
C -1.390 2.155 -0.804 -2.018
Cl -0.303 3.533 -1.054 0.498
Cl -1.060 1.350 0.720 0.541
Cl -3.055 2.769 -0.767 0.450
Cl -1.224 1.005 -2.136 0.521
C -3.911 -1.236 0.996 -2.037
Cl -2.308 -1.924 1.226 0.548
Cl -4.078 -0.675 -0.670 0.493
Cl -5.147 -2.463 1.332 0.490
Cl -4.144 0.129 2.098 0.501
C -8.416 -2.050 -0.730 -2.050
Cl -9.876 -2.041 -1.729 0.522
Cl -8.112 -0.424 -0.109 0.527
Cl -8.640 -3.170 0.617 0.474
Cl -7.039 -2.576 -1.699 0.509
C -9.539 -7.243 0.011 -2.036
Cl -8.681 -8.027 1.341 0.504
Cl -10.948 -6.380 0.644 0.511
Cl -8.463 -6.092 -0.774 0.515
Cl -10.070 -8.467 -1.148 0.507
C -5.409 5.560 0.719 -2.035
Cl -4.536 4.698 1.987 0.506
Cl -6.847 6.343 1.401 0.506
Cl -4.363 6.788 0.009 0.511
Cl -5.904 4.412 -0.528 0.516
C 1.921 3.822 -4.816 -2.037
Cl 2.860 5.299 -5.083 0.501
Cl 2.368 3.081 -3.282 0.512
Cl 0.198 4.223 -4.799 0.517
Cl 2.251 2.682 -6.127 0.495
C 4.402 5.166 3.528 -2.030
Cl 3.762 4.879 5.154 0.512
Cl 5.216 3.719 2.953 0.593
Cl 3.070 5.571 2.439 0.532
Cl 5.554 6.511 3.573 0.475
C -4.897 11.005 -0.904 -2.059
Cl -5.355 12.110 0.398 0.518
Cl -6.021 9.647 -0.948 0.504
Cl -4.944 11.865 -2.448 0.519
Cl -3.261 10.403 -0.616 0.520
C 6.444 6.100 -2.739 -2.057
Cl 5.774 7.226 -1.550 0.518
Cl 5.453 4.648 -2.791 0.506
Cl 6.453 6.871 -4.337 0.504
Cl 8.094 5.677 -2.278 0.523
C -9.387 -6.794 5.048 -2.058
Cl -10.608 -7.634 4.090 0.494
Cl -8.766 -5.416 4.134 0.515
Cl -10.107 -6.222 6.558 0.524
Cl -8.060 -7.904 5.410 0.523
C 6.806 8.742 6.860 -2.046
Cl 6.528 10.143 7.904 0.520
Cl 5.504 7.576 7.075 0.521
Cl 6.865 9.269 5.176 0.509
Cl 8.350 7.990 7.292 0.499
C 5.689 0.917 -8.204 -2.043
Cl 6.073 1.022 -6.487 0.540
Cl 3.935 0.936 -8.414 0.475
Cl 6.393 2.297 -9.056 0.521
Cl 6.354 -0.582 -8.867 0.513
C -9.499 -12.521 -2.633 -2.051
Cl -11.051 -11.741 -2.967 0.519
Cl -8.455 -12.359 -4.056 0.501
Cl -8.739 -11.739 -1.250 0.508
Cl -9.772 -14.231 -2.282 0.519
C 3.223 -5.579 2.789 -2.057
Cl 2.891 -4.104 3.689 0.532
Cl 1.875 -6.712 2.983 0.503
Cl 3.424 -5.180 1.089 0.555
Cl 4.709 -6.333 3.403 0.489
C -5.194 -14.700 -1.279 -2.050
Cl -6.179 -14.048 -2.591 0.488
Cl -5.345 -13.660 0.140 0.523
Cl -5.756 -16.328 -0.876 0.517
Cl -3.503 -14.769 -1.782 0.527
C -6.474 3.830 5.993 -2.047
Cl -6.877 4.885 7.355 0.509
Cl -7.586 2.456 5.973 0.527
Cl -6.613 4.731 4.483 0.487
Cl -4.817 3.240 6.156 0.508
C 2.251 -0.548 -11.707 -2.051
Cl 1.222 -1.431 -12.840 0.501
Cl 2.848 0.928 -12.474 0.529
Cl 1.312 -0.123 -10.274 0.503
Cl 3.623 -1.559 -11.242 0.504
C -0.737 -3.895 -10.131 -2.049
Cl -1.644 -3.293 -11.525 0.508
Cl -1.115 -2.912 -8.716 0.530
Cl -1.193 -5.575 -9.822 0.523
Cl 0.996 -3.809 -10.460 0.499
C 9.983 5.494 3.350 -2.047
Cl 8.744 4.668 2.413 0.530
Cl 10.810 6.680 2.327 0.511
Cl 9.247 6.329 4.728 0.474
Cl 11.159 4.314 3.944 0.521
C -2.489 6.125 8.318 -2.056
Cl -1.481 4.685 8.143 0.526
Cl -1.457 7.555 8.444 0.522
Cl -3.545 6.273 6.916 0.500
Cl -3.474 5.980 9.781 0.513
```

***

Density functional theory data (ωB97M-V with the def2-TZVPD basis set) for a molecular structure, C21H24N4O5S2 in a non-equilibrium geometry.

Orbital gap in eV: 8.142
Maximum force in eV/A: 16.86
DFT total energy in eV: -60017.6376
ΔE to the lowest compared entry with this formula, charge and spin in kcal per mole: 386.7

```
56
Properties=species:S:1:pos:R:3:lowdin_charge:R:1
C -4.385 -2.144 -1.260 -0.063
C -5.255 -1.061 -0.923 -0.525
H -5.973 -0.747 -1.736 0.160
H -5.875 -1.378 -0.031 0.149
O -4.707 0.006 -0.847 -0.003
C -4.206 0.233 0.569 -0.214
O -4.318 -0.627 1.569 0.006
N -3.536 1.536 0.519 -0.008
C -3.241 2.352 -0.605 -0.209
H -3.028 3.306 -0.165 0.141
C -1.944 2.027 -1.143 -0.052
H -1.422 2.772 -1.646 0.076
H -2.079 0.967 -2.100 0.219
C -1.035 1.178 -0.065 -0.268
N 0.308 0.866 -0.673 0.061
C 0.694 -0.397 -0.731 -0.410
N 1.991 -0.826 -1.187 0.100
C 2.821 0.284 -1.258 -0.283
C 2.598 1.759 -1.138 -0.547
C 1.138 2.058 -0.556 -0.410
O 0.709 3.126 -0.546 0.120
S 3.705 2.827 -1.124 1.077
C 4.840 1.522 -1.647 -0.296
C 4.157 0.256 -1.527 -0.148
H 4.672 -0.570 -2.169 0.153
H 5.957 1.631 -1.946 0.099
S -0.321 -1.925 -0.731 0.972
C 0.838 -2.892 -1.299 -0.529
H 0.187 -4.022 -0.967 0.178
C 2.173 -3.086 -0.459 -0.717
O 3.180 -3.229 -1.136 0.039
N 1.999 -2.840 0.673 0.058
H 1.161 -2.490 1.179 0.143
C 3.155 -2.576 1.582 -0.005
C 3.186 -1.033 1.823 -0.085
C 2.289 0.107 2.260 -0.088
C 2.861 1.200 2.023 -0.249
C 4.113 1.027 2.046 -0.127
O 4.335 -0.250 1.560 0.008
H 4.807 1.821 1.714 0.140
H 2.445 2.046 2.605 0.158
H 1.108 -0.269 2.756 0.200
H 3.029 -3.022 2.591 0.135
H 4.023 -2.902 1.088 0.107
H 0.882 -2.884 -2.406 0.098
C -0.996 1.765 1.223 -0.129
H -0.810 2.768 1.127 0.096
C -2.462 1.539 1.789 0.039
H -2.856 2.663 2.221 0.177
H -2.832 0.871 2.438 0.044
H -0.425 1.456 1.907 0.037
H -1.458 0.134 -0.006 0.104
H -3.827 2.357 -1.317 0.047
H -3.660 -2.423 -0.445 0.100
H -3.770 -1.905 -2.116 0.089
H -4.941 -2.960 -1.353 0.037
```

***

Density functional theory data (ωB97M-V with the def2-TZVPD basis set) for 2 unconnected molecules or ions with the total composition C4H4ClFO2 in a non-equilibrium geometry.

Orbital gap in eV: 10.670
Maximum force in eV/A: 2.80
DFT total energy in eV: -23547.0649
SMILES string: FC1(Cl)CC1.O=C=O
ΔE to the lowest compared entry with this formula, charge and spin in kcal per mole: 6.7

```
12
Properties=species:S:1:pos:R:3:lowdin_charge:R:1
C 4.070 0.609 -0.185 -0.464
C -0.506 -1.390 1.182 -0.084
C 0.360 -0.177 0.810 -0.094
C 0.213 -1.359 -0.106 -0.936
O 3.496 1.594 -0.160 0.218
O 4.515 -0.443 -0.169 0.194
F -0.514 -1.143 -1.175 0.054
Cl 1.719 -2.220 -0.385 0.710
H -0.072 -1.928 2.004 0.094
H -1.616 -1.534 1.214 0.128
H 0.073 0.733 0.363 0.098
H 1.282 -0.191 1.343 0.081
```